{"formula": "C19H24N4O3", "method": "ωB97M-V with the def2-TZVPD basis set", "species": ["H", "N", "C", "N", "C", "C", "C", "O", "N", "C", "C", "C", "C", "N", "C", "O", "C", "C", "C", "C", "C", "C", "C", "C", "C", "C", "O", "H", "H", "H", "H", "H", "H", "H", "H", "H", "H", "H", "H", "H", "H", "H", "H", "H", "H", "H", "H", "H", "H", "H"], "positions_angstrom": [[3.352, -6.783, -0.707], [2.928, -7.313, -1.460], [2.145, -6.596, -2.141], [1.409, -6.994, -3.235], [0.670, -5.933, -3.712], [0.931, -4.885, -2.927], [0.403, -3.517, -3.076], [-0.241, -3.248, -4.084], [0.655, -2.594, -2.123], [1.236, -2.779, -0.784], [0.716, -1.570, -0.010], [-0.670, -1.827, 0.573], [0.709, -0.488, -1.105], [-0.049, 0.698, -0.789], [0.497, 1.948, -0.779], [1.686, 2.150, -0.933], [-0.502, 3.075, -0.576], [0.083, 4.236, 0.245], [-0.360, 4.172, 1.683], [0.279, 3.315, 2.576], [-0.164, 3.214, 3.886], [-1.246, 3.968, 4.318], [-1.899, 4.833, 3.445], [-3.082, 5.640, 3.906], [-1.441, 4.921, 2.135], [0.191, -1.229, -2.338], [1.847, -5.269, -1.949], [1.434, -7.930, -3.593], [0.024, -5.987, -4.570], [0.913, -3.719, -0.344], [2.327, -2.784, -0.833], [1.407, -1.299, 0.789], [-1.390, -2.097, -0.204], [-0.639, -2.650, 1.287], [-1.042, -0.948, 1.102], [1.729, -0.148, -1.277], [-1.046, 0.619, -0.686], [-1.427, 2.706, -0.130], [-0.747, 3.418, -1.585], [-0.242, 5.184, -0.185], [1.169, 4.198, 0.164], [1.132, 2.736, 2.242], [0.342, 2.553, 4.578], [-1.582, 3.891, 5.346], [-3.279, 6.473, 3.232], [-3.983, 5.023, 3.944], [-2.920, 6.042, 4.907], [-1.937, 5.599, 1.447], [-0.902, -1.197, -2.397], [0.577, -0.825, -3.273]], "smiles": "[H]/N=c1/[nH]cc(C(=O)N2C[C@H](C)[C@H](NC(=O)CCc3cccc(C)c3)C2)o1", "total_charge": 0, "de_lowest_kcal_mol": 38.0}

=====

{"formula": "C19H24N4O3S", "method": "ωB97M-V with the def2-TZVPD basis set", "species": ["O", "C", "C", "S", "C", "N", "C", "C", "C", "C", "C", "C", "N", "C", "C", "O", "N", "C", "C", "O", "C", "C", "N", "C", "C", "C", "C", "H", "H", "H", "H", "H", "H", "H", "H", "H", "H", "H", "H", "H", "H", "H", "H", "H", "H", "H", "H", "H", "H", "H", "H"], "positions_angstrom": [[3.125, -4.084, -0.188], [2.127, -3.436, 0.077], [2.005, -2.718, 1.412], [2.011, -0.907, 1.232], [0.447, -0.543, 1.901], [-0.352, -1.403, 2.466], [-1.458, -0.677, 2.833], [-2.623, -1.082, 3.470], [-3.584, -0.123, 3.715], [-3.403, 1.208, 3.341], [-2.250, 1.632, 2.708], [-1.282, 0.676, 2.458], [-0.031, 0.737, 1.884], [0.577, 1.831, 1.191], [0.403, 1.633, -0.326], [-0.246, 0.702, -0.762], [1.022, 2.523, -1.124], [1.747, 3.711, -0.735], [1.051, 4.937, -1.348], [0.958, 4.825, -2.745], [0.236, 3.671, -3.118], [0.897, 2.406, -2.567], [1.092, -3.332, -0.769], [-0.178, -2.662, -0.549], [-1.045, -3.072, -1.743], [-0.398, -4.364, -2.239], [1.082, -4.086, -2.010], [1.077, -2.953, 1.934], [2.870, -2.985, 2.019], [-2.759, -2.111, 3.760], [-4.502, -0.405, 4.209], [-4.183, 1.925, 3.550], [-2.120, 2.665, 2.420], [1.644, 1.857, 1.436], [0.097, 2.758, 1.513], [1.796, 3.815, 0.346], [2.765, 3.644, -1.134], [1.627, 5.843, -1.150], [0.046, 5.041, -0.909], [0.224, 3.658, -4.208], [-0.797, 3.738, -2.743], [0.296, 1.524, -2.787], [1.896, 2.293, -3.000], [-0.057, -1.577, -0.517], [-0.622, -2.987, 0.398], [-2.087, -3.203, -1.460], [-0.992, -2.307, -2.517], [-0.626, -4.577, -3.281], [-0.718, -5.208, -1.628], [1.697, -4.979, -1.896], [1.498, -3.476, -2.820]], "smiles": "O=C(CSc1nc2ccccc2n1CC(=O)N1CCOCC1)N1CCCC1", "total_charge": 0, "de_lowest_kcal_mol": 22.8}

=====

{"formula": "C19H24N5NiS", "method": "ωB97M-V with the def2-TZVPD basis set", "species": ["Ni", "N", "C", "S", "N", "N", "C", "C", "C", "C", "C", "C", "N", "H", "H", "H", "H", "H", "H", "H", "C", "C", "C", "C", "C", "C", "C", "C", "C", "C", "C", "C", "N", "H", "H", "H", "H", "H", "H", "H", "H", "H", "H", "H", "H", "H", "H", "H", "H", "H"], "positions_angstrom": [[-0.067, 0.147, 0.116], [-3.994, -0.776, 1.627], [-2.775, -0.620, 1.025], [-1.861, 0.787, 1.376], [-2.441, -1.591, 0.192], [-1.228, -1.365, -0.361], [-0.824, -2.151, -1.295], [0.478, -1.854, -1.871], [1.106, -2.691, -2.789], [2.345, -2.330, -3.285], [2.926, -1.149, -2.846], [2.242, -0.370, -1.925], [1.042, -0.703, -1.454], [-4.167, -0.207, 2.435], [-4.377, -1.707, 1.613], [-1.426, -2.988, -1.634], [0.621, -3.609, -3.095], [2.854, -2.963, -4.001], [3.893, -0.823, -3.204], [2.663, 0.556, -1.552], [-0.210, 2.443, -2.105], [0.569, 3.424, -1.223], [-0.265, 3.897, -0.031], [1.953, 2.952, -0.806], [3.039, 3.544, -1.431], [4.359, 3.280, -1.087], [4.573, 2.417, -0.013], [3.545, 1.785, 0.657], [3.898, 0.845, 1.795], [3.196, 1.201, 3.108], [3.668, -0.628, 1.438], [2.167, 1.963, 0.233], [1.226, 1.232, 0.802], [-1.126, 2.913, -2.477], [-0.505, 1.542, -1.561], [0.392, 2.134, -2.964], [0.749, 4.306, -1.850], [-0.393, 3.095, 0.694], [-1.255, 4.230, -0.357], [0.234, 4.729, 0.471], [2.835, 4.264, -2.221], [5.183, 3.762, -1.598], [5.591, 2.221, 0.317], [4.975, 0.970, 1.961], [2.117, 1.101, 2.996], [3.417, 2.233, 3.393], [3.536, 0.542, 3.913], [2.609, -0.807, 1.250], [3.993, -1.278, 2.256], [4.232, -0.900, 0.542]], "total_charge": -1, "de_lowest_kcal_mol": 1.0}